Record 1
{
  "formula": "C6H17NO",
  "method": "ωB97M-V with the def2-TZVPD basis set",
  "orbital_gap_ev": 10.06,
  "lumo_energy_ev": 1.00,
  "relative_energy_ev": 0.639,
  "fmax_ev_per_a": 1.73,
  "species": ["H", "H", "H", "H", "H", "C", "C", "H", "C", "H", "H", "O", "H", "N", "H", "H", "H", "C", "H", "C", "C", "H", "H", "H", "H"],
  "coordinates": [[-0.52791, -0.80730, -2.09742], [1.66054, -2.42457, 1.53518], [1.41090, -1.73170, -0.59164], [-1.98008, 3.15232, -1.13386], [1.28009, -0.78856, 1.87806], [0.83804, -1.71003, 1.49003], [-1.41230, 1.15978, -1.68926], [-0.28714, -2.04427, -0.42589], [-0.28165, 0.14278, -1.61749], [-0.12265, -3.19618, 2.67627], [-0.35560, 3.09229, -1.80650], [2.29910, 1.53707, 0.86919], [-1.70428, 1.26000, -2.74126], [0.25878, -0.04029, -0.27132], [1.89960, 0.76678, 0.39551], [-0.43883, -1.55045, 3.27617], [-2.24760, 0.73016, -1.11873], [0.53990, -1.46789, 0.02830], [2.35219, 2.22684, 0.23448], [-0.34578, -2.17648, 2.38771], [-1.07380, 2.54403, -1.19203], [0.54609, 0.57722, -2.20864], [-1.29105, -2.05704, 1.85629], [-0.64023, 2.52326, -0.18403], [-0.37633, 0.28224, 0.45088]],
  "forces_ev_per_a": [[-0.310, -0.036, 0.141], [-0.147, -0.173, 0.152], [-0.059, 0.002, 0.231], [0.082, -0.004, -0.035], [-0.093, 0.036, 0.044], [0.049, 0.069, 0.332], [-0.155, -0.649, -0.284], [0.100, -0.364, 0.685], [1.169, 1.230, -0.320], [-0.602, -0.212, 0.137], [-0.032, -0.263, -0.208], [0.084, -1.421, 0.773], [-0.212, -0.277, 0.155], [-0.168, -0.985, 0.544], [-0.116, 0.911, 0.172], [0.167, -0.173, 0.084], [-0.113, 0.299, -0.180], [-0.022, 0.484, -1.454], [0.044, 0.848, -0.878], [0.711, 0.781, -0.517], [0.137, 0.472, 0.833], [-0.156, -0.318, -0.112], [-0.020, -0.438, -0.026], [-0.115, -0.027, -0.093], [-0.224, 0.205, -0.175]]
}

Record 2
{
  "formula": "C49H40FLaN5O4S3",
  "method": "ωB97M-V with the def2-TZVPD basis set",
  "charge": 3,
  "orbital_gap_ev": 6.88,
  "lumo_energy_ev": -6.69,
  "relative_energy_ev": 1.500,
  "fmax_ev_per_a": 3.90,
  "species": ["H", "C", "C", "C", "C", "H", "H", "C", "H", "La", "C", "N", "H", "C", "O", "C", "C", "H", "C", "C", "C", "C", "C", "C", "C", "H", "C", "H", "H", "H", "C", "C", "H", "C", "F", "C", "C", "C", "C", "C", "C", "C", "C", "H", "C", "C", "N", "C", "O", "H", "C", "C", "O", "H", "H", "H", "C", "O", "H", "H", "H", "C", "H", "H", "N", "H", "C", "H", "C", "H", "C", "C", "S", "C", "H", "C", "H", "H", "C", "C", "C", "C", "H", "H", "N", "H", "H", "H", "H", "H", "H", "H", "C", "N", "H", "C", "S", "C", "H", "S", "H", "C", "H"],
  "coordinates": [[-7.16480, 0.65036, 2.92178], [3.61346, -0.11412, -0.06406], [-5.69255, 0.50979, 1.33448], [-3.46133, -2.80729, -2.20020], [0.58831, 0.21893, 7.25977], [-1.59333, 0.17962, 7.03768], [2.33138, 5.67708, 0.33243], [-0.52010, 2.09250, -1.27293], [7.28134, 2.52774, -1.88049], [-1.55172, 0.06232, -0.53520], [1.67050, 0.25024, 6.43721], [3.04765, 3.40515, -0.96787], [-7.91429, 0.60887, -5.41441], [-9.09187, 0.53156, -3.61197], [-1.12074, -1.91840, -1.39486], [-5.68851, -2.98930, -3.05616], [-5.30233, -2.93439, -0.68054], [-3.93576, -2.87553, -4.29595], [7.94776, -0.28510, -0.14678], [4.97150, -0.17755, -0.12428], [-4.32374, -2.88661, -3.28406], [1.50158, 1.10327, -0.46728], [3.76720, 4.66408, -1.03052], [1.71886, 3.40372, -1.20614], [-5.20281, 0.54250, 3.70492], [10.49736, 1.73524, 0.66658], [7.91577, 1.77931, -1.41934], [-0.12589, -0.00508, 2.51048], [9.81954, 2.80373, -1.22976], [2.71426, 0.25852, 6.70703], [-1.28509, -6.81932, -2.46061], [-4.77649, 0.50815, -1.23788], [9.94753, -0.57243, 0.61909], [-4.32521, 0.38104, 1.03061], [5.54018, -1.37606, 0.11071], [-7.08145, 0.59097, -2.17304], [5.09500, 2.13681, -0.69139], [9.42799, 0.09820, -0.06155], [-3.93805, -2.82482, -0.89620], [-1.49645, 0.26331, 4.15719], [-1.45490, -5.51131, -2.88790], [2.93955, 1.07419, -0.37519], [-6.16847, 0.57234, -1.04374], [9.92838, 0.04547, -1.02606], [4.48168, 5.14327, 0.19926], [-2.84337, 0.40557, 4.45341], [7.15966, 0.88046, -0.56534], [-0.46856, 0.24637, 5.18640], [0.76520, 0.14482, -0.07593], [-0.96337, -8.11173, -0.78151], [-1.08884, -7.09014, -1.11368], [-6.10749, 0.56640, 2.70564], [-0.85301, 1.31978, -2.21662], [-5.52212, 0.61658, 4.73661], [8.98587, 1.58348, 1.28943], [5.42159, 5.66289, 0.07472], [-1.16533, 0.12398, 2.79657], [-1.31306, 2.33945, -0.33566], [-6.36949, -3.05618, -3.89390], [-3.25769, -2.82692, -0.05126], [7.84750, -1.13259, -0.82957], [-3.80071, 0.41339, 3.43393], [3.04374, -1.00006, 0.18133], [-1.13861, -3.92304, 0.09773], [9.53113, 1.50659, 0.42997], [-7.66041, 0.66223, 0.49310], [-1.42439, -4.49328, -1.94762], [0.65992, 0.19783, 8.33665], [-3.36416, 0.29137, 2.10218], [4.21144, 4.86390, -1.99845], [-0.63120, 0.21630, 6.54694], [-6.60215, 0.58347, 0.27537], [1.22251, 0.27486, 4.78912], [-7.93795, 0.58618, -4.33519], [7.60399, -0.60985, 0.83279], [8.99989, 2.47746, -0.59174], [-7.24098, -3.10224, -1.58639], [5.65164, 3.03497, -0.90982], [-6.17594, -3.01557, -1.75762], [3.69832, 2.21958, -0.67680], [-6.79047, 0.61705, -3.51619], [0.95172, 2.29769, -1.04233], [-0.87825, -6.26526, 0.86117], [1.30089, 4.34495, -1.53685], [-3.89719, 0.38197, -0.25923], [4.42772, 4.52549, 1.08611], [-1.30035, -7.62796, -3.17808], [-10.10538, 0.49736, -3.97923], [-4.36826, 0.55013, -2.24333], [-5.68657, -2.97234, 0.33089], [-5.78647, 0.67072, -3.91361], [8.36931, 1.21213, -2.23794], [3.22999, 5.82653, -0.25121], [-2.04574, 0.12502, 1.81009], [8.60392, 3.34182, -0.06313], [-1.20346, -4.74469, -0.60319], [-8.79982, 0.52264, -1.93553], [5.77447, 0.94341, -0.46503], [3.30651, 6.80921, -0.69331], [-1.68381, -2.80879, -2.51022], [-3.17149, 0.52436, 5.47772], [-1.04287, -6.05610, -0.18707], [-1.60886, -5.29268, -3.93814]],
  "forces_ev_per_a": [[0.006, 0.020, 0.002], [0.080, 0.056, 0.001], [0.302, -0.083, 0.027], [0.134, 0.174, -0.171], [0.145, 0.006, 0.061], [-0.005, 0.009, -0.015], [0.042, -0.072, 0.034], [1.165, 2.337, -0.518], [0.011, -0.001, -0.007], [-1.247, -3.595, 0.856], [0.033, -0.008, -0.080], [-0.078, 0.093, 0.075], [-0.001, 0.004, 0.009], [-0.005, -0.018, -0.003], [0.340, -2.324, -1.161], [-0.092, -0.003, 0.014], [0.033, 0.092, 0.084], [-0.007, 0.001, 0.002], [-0.182, 0.061, 0.032], [-0.183, -0.052, -0.002], [0.186, 0.112, -0.109], [0.503, 0.418, 0.090], [0.147, 0.121, -0.194], [-0.048, -0.011, -0.074], [-0.158, 0.006, 0.038], [0.011, 0.022, 0.034], [0.036, -0.099, 0.041], [-0.009, -0.006, -0.062], [0.091, -0.057, 0.098], [-0.020, -0.003, 0.028], [-0.033, -0.052, 0.058], [-0.028, -0.107, 0.073], [0.039, 0.108, 0.073], [-0.414, 0.026, -0.017], [0.172, 0.084, -0.021], [-0.464, 0.001, -0.300], [0.185, 0.051, -0.031], [-0.153, -0.377, -0.164], [-0.024, -0.174, 0.100], [-0.321, 0.000, -0.115], [-0.031, 0.128, -0.137], [-0.040, 0.067, -0.051], [0.071, -0.028, 0.354], [0.035, 0.121, 0.016], [0.027, -0.009, 0.126], [0.241, -0.037, -0.110], [0.195, -0.006, 0.156], [0.444, 0.026, 0.217], [1.132, 0.456, 0.038], [0.012, -0.003, -0.020], [-0.005, -0.003, 0.026], [-0.018, 0.037, 0.138], [0.778, 1.583, -1.677], [-0.003, -0.008, -0.005], [0.006, 0.063, 0.034], [-0.002, -0.013, -0.077], [-0.015, -0.097, 0.142], [0.394, 1.765, -0.047], [0.006, 0.012, 0.002], [0.003, 0.043, -0.023], [0.056, 0.001, -0.001], [-0.013, -0.047, -0.303], [0.032, -0.034, -0.037], [0.014, -0.042, 0.043], [0.102, -0.057, 0.048], [-0.005, -0.009, 0.063], [0.412, 0.132, -0.071], [-0.008, -0.005, -0.005], [-0.002, 0.041, 0.318], [0.004, -0.021, 0.008], [-0.161, -0.015, -0.178], [0.108, 0.017, -0.342], [-0.253, 0.017, 0.110], [-0.140, -0.003, -0.125], [0.011, -0.033, 0.023], [-0.258, 0.203, -0.398], [0.011, -0.012, 0.011], [-0.018, -0.007, 0.025], [-0.027, 0.051, -0.095], [-0.078, -0.302, 0.058], [0.153, 0.035, 0.284], [-0.134, -0.601, 0.137], [0.015, -0.038, -0.011], [0.031, 0.031, 0.047], [-2.010, 0.436, 0.499], [-0.079, -0.022, -0.027], [-0.018, 0.019, -0.019], [0.012, 0.017, -0.004], [-0.026, -0.072, -0.016], [0.020, -0.001, 0.003], [-0.003, -0.007, -0.014], [-0.009, 0.042, -0.027], [-0.109, 0.080, 0.009], [-0.582, 0.293, 1.872], [0.050, -0.044, 0.110], [0.027, 0.095, 0.003], [0.316, -0.002, -0.043], [-0.218, 0.050, 0.039], [0.026, -0.038, -0.071], [-0.677, -1.037, 0.182], [-0.006, -0.012, 0.009], [-0.009, 0.051, 0.001], [0.023, -0.009, -0.001]]
}

Record 3
{
  "formula": "C10H16O",
  "method": "ωB97M-V with the def2-TZVPD basis set",
  "orbital_gap_ev": 9.32,
  "lumo_energy_ev": 0.87,
  "relative_energy_ev": 1.695,
  "fmax_ev_per_a": 2.31,
  "species": ["H", "H", "C", "H", "H", "C", "H", "H", "C", "C", "H", "H", "C", "H", "C", "C", "H", "C", "C", "H", "H", "H", "C", "H", "H", "H", "O"],
  "coordinates": [[-2.88040, -2.37600, -0.51058], [-1.59839, 1.56713, -0.22769], [0.49443, -2.38302, -0.58876], [-0.82243, 2.40757, 1.68449], [-2.23559, -1.70091, -1.89566], [-1.62624, 2.65405, -0.30230], [2.86906, 0.35738, 1.65220], [-1.63917, 3.52789, -2.40803], [-1.06327, 2.92108, -1.70253], [0.56586, -0.15676, 1.04992], [-1.08467, 3.96925, 1.38297], [0.53838, -3.32042, -1.12982], [1.72515, -0.81944, 0.70240], [-2.63488, 3.05112, -0.28464], [-0.70198, -1.69974, -0.35161], [-1.91899, -2.28227, -1.02297], [-1.54661, -0.08822, 0.68380], [1.71439, -1.96904, -0.08291], [-0.65051, -0.66436, 0.55627], [0.47791, 0.77510, 1.58059], [-0.15205, 3.52689, -1.74683], [0.31421, 3.14789, 0.47044], [-0.69900, 3.10102, 0.84305], [-0.78520, 2.00058, -2.21891], [2.59251, -2.55050, -0.31998], [-1.67656, -3.30389, -1.30251], [2.95089, -0.43884, 1.19254]],
  "forces_ev_per_a": [[0.399, 0.278, 0.855], [-0.804, 0.173, -0.068], [0.729, -0.169, 0.156], [0.532, -0.422, -0.333], [0.481, -0.156, -0.256], [0.945, -0.336, -0.645], [-0.206, 1.966, 1.189], [-0.771, -0.396, 0.314], [0.916, 0.714, -1.033], [-1.313, -0.719, -0.820], [0.582, 0.749, -0.728], [-0.423, 0.110, -0.319], [1.081, -0.013, 0.675], [-0.158, -0.153, 0.563], [0.099, -1.351, 0.423], [-0.781, 0.157, -0.288], [-0.342, 0.024, 0.565], [-1.014, 0.284, -0.066], [0.363, 0.806, -0.915], [0.630, 0.003, 0.388], [0.285, -0.169, 0.686], [0.285, 0.275, 0.409], [-1.728, -0.101, 0.738], [-0.187, -0.032, 0.001], [0.237, 0.253, 0.239], [-0.033, 0.023, -0.432], [0.197, -1.796, -1.297]]
}